No. 1
98
Properties=species:S:1:pos:R:3:forces:R:3 method="wB97M-V/def2-TZVPD" multiplicity=5 e_above_lowest_kj_mol=0.0 total_charge=+3 homo_energy_ha="-0.5270 / -0.5599" orbital_gap_ev="6.14 / 5.11"
Os 0.43485 0.28802 -0.08486 -0.2876 0.1158 0.1921
C -3.48768 2.79838 1.34096 0.0070 0.0382 0.0287
C -3.92114 1.68428 2.27866 0.1084 -0.2831 -0.0785
C -5.43830 1.71975 2.42304 -0.0707 0.0939 0.0489
C -3.22184 1.81950 3.62598 0.0484 0.0803 0.0405
N -3.55771 0.29331 1.76026 -0.0467 0.0658 0.0384
C -4.07483 -0.81568 2.39739 0.0012 -0.0015 -0.0287
C -3.59109 -1.91148 1.77831 0.0314 0.0327 -0.0367
N -2.76008 -1.48940 0.76494 -0.0466 -0.0736 -0.1140
B -2.10229 -2.55354 -0.17165 0.0588 -0.1285 0.2268
N -1.88411 -2.12990 -1.64485 -0.2002 -0.1273 0.0733
C -2.92327 -2.27934 -2.54180 0.0231 0.0527 0.0251
C -2.44685 -2.03150 -3.77869 0.0194 0.0439 0.0437
N -1.10424 -1.73854 -3.65364 0.0210 -0.1396 -0.2076
C -0.78909 -1.80865 -2.34703 0.2563 0.2143 -0.0011
S 0.77674 -1.49424 -1.66210 0.1835 -0.3353 -0.1408
C -0.17536 -1.50261 -4.83390 -0.2055 -0.0444 0.1591
C 0.40161 -0.09689 -4.72222 0.0217 0.0161 -0.0716
C 0.89206 -2.59054 -4.84726 0.0402 0.0105 -0.0248
C -0.99853 -1.60369 -6.11257 0.0654 0.0459 -0.0917
N -0.83294 -3.15911 0.52821 -0.0689 0.0310 -0.2005
C -0.63228 -4.51584 0.46054 0.0309 0.0185 0.0860
C 0.33585 -4.84189 1.34664 -0.0849 0.0531 0.0233
N 0.73051 -3.68360 1.97424 0.1117 -0.0463 0.0825
C 0.02882 -2.66825 1.43060 0.0314 0.2438 0.0685
S 0.22349 -0.96305 1.84235 -0.0999 -0.0683 0.0181
C 1.64581 -3.66780 3.19499 -0.1520 -0.0819 -0.2526
C 2.19400 -5.07584 3.39979 0.0614 0.0312 0.0571
C 2.80165 -2.69874 2.96784 0.0560 0.0119 0.0165
C 0.79674 -3.26922 4.39416 0.0142 0.0168 0.1112
C -2.74571 -0.15176 0.78499 0.1343 0.2279 -0.1188
S -1.79318 0.78813 -0.34963 -0.2136 -0.0247 0.2011
H -3.90167 3.72082 1.74896 0.0379 0.0151 -0.0272
H -3.88897 2.68174 0.33585 -0.0305 -0.0433 -0.0408
H -2.40615 2.91042 1.29188 0.0381 -0.0229 -0.0043
H -5.72452 2.70981 2.77487 -0.0214 0.0045 -0.0015
H -5.81452 1.00412 3.15083 -0.0168 0.0316 0.0004
H -5.92999 1.54485 1.46700 -0.0123 -0.0077 -0.0287
H -3.42990 2.80474 4.04204 -0.0023 0.0144 0.0115
H -2.14045 1.70950 3.51003 -0.0042 0.0070 0.0007
H -3.56784 1.07833 4.34478 -0.0151 -0.0245 0.0066
H -4.75775 -0.73261 3.22093 0.0092 -0.0453 0.0129
H -3.78815 -2.95335 1.95005 -0.0178 -0.0567 0.0202
H -2.89039 -3.45274 -0.20687 0.0252 0.0151 -0.0175
H -3.90529 -2.57546 -2.22333 -0.0577 -0.0188 0.0107
H -2.94665 -2.05746 -4.72708 -0.0309 -0.0081 0.0164
H 1.03906 0.02299 -3.84642 -0.0086 -0.0157 -0.0022
H -0.40479 0.63671 -4.69259 -0.0066 0.0223 0.0133
H 1.00261 0.10412 -5.60850 0.0338 0.0077 -0.0043
H 1.54641 -2.55442 -3.98010 0.0080 0.0052 0.0312
H 1.50993 -2.45787 -5.73414 0.0178 -0.0030 -0.0248
H 0.43229 -3.57663 -4.90656 -0.0063 -0.0214 0.0097
H -1.79179 -0.85781 -6.16282 0.0053 0.0284 0.0118
H -1.42240 -2.59712 -6.25306 0.0015 -0.0236 0.0071
H -0.32607 -1.41929 -6.94857 -0.0105 -0.0054 -0.0230
H -1.23019 -5.14225 -0.17487 -0.0037 -0.0422 -0.0526
H 0.74232 -5.80129 1.59541 0.0190 -0.0446 -0.0219
H 2.80227 -5.41380 2.56057 0.0074 0.0146 -0.0279
H 1.41088 -5.80447 3.60251 -0.0173 0.0004 0.0224
H 2.83571 -5.04445 4.27869 0.0039 -0.0307 -0.0012
H 3.12842 -2.69761 1.92708 0.0145 -0.0469 -0.0102
H 3.64508 -3.00823 3.58217 0.0238 0.0201 0.0254
H 2.53064 -1.69156 3.27425 -0.0102 0.0613 0.0075
H -0.00693 -3.98582 4.55962 -0.0233 -0.0135 -0.0026
H 0.37114 -2.27164 4.28706 -0.0100 0.0126 -0.0246
H 1.42812 -3.26126 5.28205 0.0006 -0.0061 0.0262
Se 6.36152 3.23324 -4.06983 -0.2958 -0.1249 0.2244
N 4.59232 3.37923 -4.22700 0.1914 -0.1083 0.1421
C 4.06842 2.72860 -3.21614 -0.3103 0.1335 -0.2077
C 2.62541 2.64217 -2.97828 0.2741 0.1175 -0.1428
C 1.68396 3.33926 -3.73848 0.0291 0.0286 -0.0475
C 0.35492 3.25213 -3.39442 -0.0887 -0.0768 0.0898
C -0.02279 2.45055 -2.32202 0.1567 0.0292 -0.0539
N 0.86366 1.76557 -1.59530 -0.0657 0.1693 -0.1414
C 2.18006 1.87515 -1.91195 -0.0056 -0.1645 0.2431
C 3.11393 1.23391 -0.99846 -0.2757 0.1094 -0.0499
N 2.56308 0.58813 0.06148 0.1844 -0.0095 -0.0542
C 3.37044 0.16658 1.03845 0.0514 -0.0321 -0.1250
C 4.75192 0.30953 0.97349 -0.1196 -0.0475 0.0556
C 5.31896 0.89848 -0.13348 0.0319 0.0132 -0.0535
C 4.48346 1.38965 -1.14081 0.2848 0.1330 -0.1435
C 4.98285 2.11607 -2.31055 0.1780 -0.1802 0.2687
N 6.25793 2.26635 -2.57625 -0.1364 0.1100 -0.1886
H 2.01851 3.94843 -4.56764 0.0121 0.0156 -0.0197
H -0.40529 3.79165 -3.94012 -0.0114 0.0180 -0.0143
H -1.06229 2.36387 -2.04356 -0.0252 0.0306 -0.0269
H 2.88728 -0.29668 1.88125 0.0274 -0.0332 0.0394
H 5.35733 -0.04721 1.79350 0.0254 -0.0111 0.0228
H 6.39008 1.01569 -0.23054 0.0264 0.0070 0.0015
C -0.20144 4.30804 2.88608 -0.0629 0.0214 -0.0621
Te 0.95654 2.68363 2.16794 0.2009 -0.2418 0.1175
C 2.34298 3.88424 1.08611 -0.0697 0.0882 0.0092
H 0.49467 4.98740 3.37016 -0.0598 0.0610 0.0162
H -0.90074 3.91414 3.61735 -0.0290 0.0314 0.0267
H -0.72837 4.79028 2.06837 0.0041 0.0501 0.0351
H 2.01769 4.91405 1.20947 0.0374 0.0303 0.0172
H 2.32822 3.63802 0.03038 0.0215 -0.0163 -0.0591
H 3.33670 3.76167 1.50475 0.0287 -0.0208 -0.0114

=====

No. 2
18
Properties=species:S:1:pos:R:3:forces:R:3 method="wB97M-V/def2-TZVPD" e_above_lowest_kj_mol=155.1 homo_energy_ha=-0.3324 orbital_gap_ev=10.04
N -1.58292 -1.82281 -1.44552 -0.1611 -0.0484 0.3301
C -2.11366 -1.16168 -0.30701 0.3229 -0.3134 -0.5991
N -1.76118 -0.07237 0.19953 -0.3111 0.4145 0.4647
C -0.71240 0.74240 -0.34824 -0.1492 0.4328 -0.7943
C 0.17133 1.32434 0.72723 1.1644 -0.3479 0.2103
C 1.43871 0.50812 1.08548 -0.5548 -0.1018 0.2883
N 2.04522 -0.13542 -0.08015 0.1494 0.1513 0.0779
H -1.14243 -2.67490 -1.12469 -0.1526 -0.3185 -0.2961
H -0.90072 -1.29648 -1.97455 0.0221 0.1341 0.2604
H -2.96110 -1.67700 0.14273 0.1628 -0.1968 0.0434
H -0.11616 0.30875 -1.15911 0.1959 -0.4040 0.3607
H -1.19929 1.56305 -0.87537 -0.2755 0.2846 0.2117
H -0.39504 1.50560 1.63354 -0.2072 0.0324 0.1147
H 0.57275 2.27367 0.41121 -0.1570 0.5881 -0.3636
H 1.22343 -0.24254 1.84291 -0.2970 -0.4213 -0.2289
H 2.12391 1.16311 1.61878 0.2187 0.3827 -0.0487
H 2.69171 -0.83267 0.24790 0.1823 -0.3197 0.0024
H 2.61785 0.52682 -0.59466 -0.1529 0.0513 -0.0340

=====

No. 3
10
Properties=species:S:1:pos:R:3:forces:R:3 method="wB97M-V/def2-TZVPD" e_above_lowest_kj_mol=391.1 homo_energy_ha=-0.3599 orbital_gap_ev=10.26
O 0.70834 -1.39686 -0.35894 -0.2219 -0.0188 0.5347
C -0.27344 -0.93021 -1.18349 -0.4545 0.2516 -0.0470
C 0.09173 -1.56135 0.93015 0.5393 0.1574 -0.0467
N -0.73779 0.24912 -1.11216 0.2449 -0.0883 -0.1694
C -0.16075 1.13193 -0.20418 0.1427 0.0785 0.1403
C 0.32464 0.82921 1.00429 -0.1586 0.0549 -0.3247
O 0.12666 -0.42712 1.56790 -0.0809 -0.3847 -0.1231
H -0.65709 -1.64234 -1.91356 0.0794 0.1086 0.1416
H -0.15267 2.16451 -0.53185 0.0549 -0.0163 0.1118
H 0.72750 1.53583 1.72243 -0.1454 -0.1429 -0.2176

=====

No. 4
25
Properties=species:S:1:pos:R:3:forces:R:3 method="wB97M-V/def2-TZVPD" multiplicity=2 e_above_lowest_kj_mol=164.2 homo_energy_ha="-0.2474 / -0.3146" orbital_gap_ev="6.55 / 8.36"
O 0.25095 -2.17575 0.20649 -2.5256 -0.2276 -2.1941
C -0.82229 -1.34570 0.03296 -0.1321 -1.4870 -2.1376
C -0.83031 -0.05317 0.82140 0.2822 0.9140 -0.2776
O -0.08031 -0.26899 2.02435 -0.9110 0.3996 0.3364
C 0.49370 0.86173 2.67986 0.0291 0.4900 0.1160
C 1.65358 0.32760 3.52177 0.3688 0.2057 0.4306
O 2.48009 -0.50927 2.77894 1.1544 2.5768 2.7514
Ca 1.56513 -1.56046 1.46017 2.8875 -2.8107 -0.4002
H -1.72634 -1.92415 0.29720 -0.2127 0.3946 -0.7241
H -1.85170 0.28243 1.05751 0.2174 -0.1307 -0.0867
H -0.33587 0.75959 0.25714 -0.0336 -0.0808 0.1868
H -0.26409 1.37475 3.29141 0.1452 -0.0717 -0.1162
H 0.86802 1.56414 1.91501 -0.0682 -0.1479 0.1277
H 1.22563 -0.20004 4.39908 0.0868 0.1334 -0.1589
H 2.19898 1.20510 3.91943 -0.1847 -0.1015 0.0060
H -0.66885 -1.08061 -1.37935 -1.0695 0.0027 1.3510
O 1.00444 -0.65234 -3.15961 0.3221 0.0093 0.2353
C -1.09753 1.31174 -2.99468 0.0710 0.1350 0.1473
O -1.16261 0.03600 -3.60301 -0.2005 -0.0861 0.2310
C -0.34552 -0.92306 -3.05332 -0.1477 -0.0557 0.1403
H -1.88364 1.92586 -3.44591 0.2183 -0.1494 0.1018
H -1.27616 1.22662 -1.90969 0.0000 0.0230 -0.2485
H -0.12165 1.79545 -3.15770 -0.2301 -0.1108 -0.0241
H -0.56705 -1.88241 -3.53072 -0.0081 0.2120 0.2922
H 1.29339 -0.09507 -2.42871 -0.0591 -0.0359 -0.0858

=====

No. 5
20
Properties=species:S:1:pos:R:3:forces:R:3 method="wB97M-V/def2-TZVPD" e_above_lowest_kj_mol=1.4 total_charge=-3 homo_energy_ha=0.0339 orbital_gap_ev=6.26
Be 7.76729 -8.15720 -25.49893 0.5370 -0.0584 -0.2859
C 10.77134 -8.71496 -23.98391 -5.0206 -0.6520 -0.4812
O 10.27512 -7.36961 -24.25222 0.5652 2.0917 0.3769
O 9.86189 -9.49237 -24.76872 2.8891 1.0351 1.0048
C 12.38750 -8.79197 -24.05228 -3.6861 -1.1569 -1.4325
F 12.96311 -8.60778 -22.89700 0.7978 1.3189 2.5473
F 12.93918 -9.95236 -24.42743 -0.1868 -1.1138 -1.0256
F 12.75134 -7.87682 -24.89882 1.5687 1.3939 -1.1828
C 10.04081 -6.32861 -23.21984 0.6218 -2.0846 -0.2286
C 11.32085 -5.98457 -22.46522 0.5238 0.0511 -1.7360
H 12.08261 -6.17627 -23.22091 0.4341 0.6150 -0.0226
H 11.29957 -4.91800 -22.24144 0.3064 -0.0595 0.6116
H 11.62214 -6.67369 -21.67626 -0.5843 0.3106 0.4370
H 9.34338 -6.63612 -22.44066 -0.7072 -0.4168 -0.4530
H 9.61095 -5.52251 -23.81440 0.1480 0.0434 0.2180
H 10.43916 -8.78697 -22.94826 0.7958 -0.8177 0.9198
Cl 9.15037 -7.39879 -27.95778 -0.4080 -0.2247 0.7403
Cl 6.17854 -10.11464 -27.00420 0.4847 0.7153 0.6032
Cl 6.54621 -8.81023 -22.90245 0.4618 0.2837 -0.7419
Cl 6.84657 -5.55593 -25.42203 0.4588 -1.2744 0.1314